Formula: C13H32N3O3
Source: OMol25
Level of theory: ωB97M-V/def2-TZVPD

Last column: natural (NBO) charge in e.
Geometry (Å):
1 C -0.615 -3.562 0.786  -0.6056
2 C 0.794 -3.798 1.322  -0.4067
3 C 1.739 -2.590 1.177  -0.2208
4 N 1.314 -1.650 0.131  -0.6323
5 C 1.957 -0.361 0.193  0.1247
6 C 1.765 0.396 1.504  -0.2523
7 N 0.352 0.418 1.808  -0.6198
8 C -0.394 1.264 0.877  -0.0712
9 C -1.860 1.353 1.353  -0.4336
10 C -2.955 0.995 0.362  -0.0682
11 O -2.877 -0.345 -0.076  -0.5667
12 C -3.507 -1.288 0.783  -0.0621
13 C -3.676 -2.590 0.025  -0.6232
14 C -0.240 0.689 -0.519  0.2359
15 O -0.716 1.606 -1.455  -0.7011
16 N 1.257 0.497 -0.828  -0.5650
17 H -0.640 -3.513 -0.302  0.1975
18 H -1.270 -4.378 1.090  0.2214
19 H -1.040 -2.636 1.174  0.2079
20 H 0.708 -4.014 2.384  0.2159
21 H 1.227 -4.660 0.819  0.2058
22 H 2.749 -2.958 0.977  0.1833
23 H 1.766 -2.072 2.129  0.1976
24 H 1.565 -2.068 -0.760  0.3593
25 H 3.025 -0.383 -0.054  0.1943
26 H 2.347 -0.068 2.292  0.2376
27 H 2.147 1.413 1.333  0.1840
28 H 0.177 0.720 2.756  0.3850
29 H 0.039 2.276 0.857  0.1797
30 H -1.952 0.708 2.227  0.2217
31 H -2.060 2.369 1.693  0.2280
32 H -2.907 1.626 -0.521  0.1999
33 H -3.921 1.190 0.836  0.1878
34 H -4.484 -0.906 1.086  0.1757
35 H -2.890 -1.443 1.673  0.1621
36 H -4.510 -2.513 -0.668  0.2173
37 H -2.774 -2.789 -0.551  0.2124
38 H -3.849 -3.413 0.714  0.2208
39 H -0.725 -0.276 -0.620  0.2479
40 H -0.994 1.138 -2.244  0.4896
41 H 1.692 1.437 -0.839  0.4773
42 H 1.337 0.096 -1.760  0.4175
43 C 3.091 4.371 -3.022  -0.6367
44 C 2.258 3.175 -2.616  -0.0681
45 O 2.016 3.143 -1.198  -0.7582
46 H 4.046 4.368 -2.498  0.2230
47 H 3.280 4.362 -4.095  0.2324
48 H 2.574 5.300 -2.777  0.2128
49 H 2.785 2.249 -2.851  0.1676
50 H 1.301 3.169 -3.147  0.1753
51 H 1.547 3.948 -0.959  0.4928

Relative energy (zero: lowest compared OMol25 entry of this formula, charge and spin)   0.0000 eV
Highest occupied orbital energy   -12.4 eV
Net charge   +1
Calculated total energy   -904.2704 Ha
LUMO energy   -2.6 eV
Frontier orbital gap   9.8 eV